Computed, not measured: a cluster of 5 separate species, C40H64NO16PS in total at a distorted geometry, with wB97M-V/def2-TZVPD.

Element x y z (Å)
1 C 2.144003 -1.577246 3.028005
2 C 0.939952 -0.530144 2.845031
3 C -0.366624 -1.261615 2.311204
4 C -1.226321 -0.376304 1.276302
5 C -1.300736 -1.029770 -0.171821
6 C -0.484774 -0.266500 -1.300353
7 N 0.777614 -1.137234 -1.441068
8 C 1.582605 -0.911622 -0.508580
9 O 2.555838 -0.542486 0.016158
10 O 0.128327 1.010265 -0.972823
11 C 0.286510 1.837136 -2.103894
12 O 0.550022 2.996822 -2.063686
13 C -0.021050 0.901399 -3.329879
14 C 1.100594 0.578651 -4.404077
15 C 2.559240 0.263204 -3.781524
16 C 3.606260 1.392114 -4.281632
17 C 5.025772 0.689473 -4.296618
18 C 3.480901 2.620494 -3.282596
19 C 4.799105 3.483989 -3.108504
20 C 4.554843 4.649102 -2.039591
21 C 3.889505 4.482740 -0.823599
22 C 4.444121 3.617228 0.390211
23 C 2.496981 5.188701 -0.540155
24 C -1.001089 -0.286972 -2.807950
25 C -2.420467 0.346567 -3.150920
26 C -3.672421 -0.428301 -2.610870
27 O -3.885545 -1.617377 -2.700271
28 C -4.790035 0.459275 -1.924577
29 C -6.207603 0.450812 -2.335091
30 C -7.120592 1.377367 -1.616380
31 C -6.683444 2.298713 -0.547983
32 C -5.266503 2.285574 -0.125460
33 C -4.354715 1.364846 -0.836580
34 P -0.801481 -1.971558 -3.668087
35 S -1.204387 -3.507941 -2.547817
36 H 3.099193 -0.965764 2.996180
37 H 2.051790 -2.183909 3.963653
38 H 2.182418 -2.210581 2.089870
39 H 0.716900 -0.160431 3.890521
40 H 1.225686 0.349787 2.210530
41 H -1.016731 -1.448853 3.221807
42 H -0.104411 -2.276531 1.905946
43 H -0.904077 0.698479 1.296672
44 H -2.278498 -0.391923 1.701921
45 H -0.831082 -2.051447 -0.078019
46 H -2.382543 -1.214412 -0.405009
47 H -0.726179 1.557286 -3.935683
48 H 0.814040 -0.201596 -5.158557
49 H 1.250775 1.533802 -4.998688
50 H 2.918091 -0.708425 -4.216476
51 H 2.578119 0.313003 -2.663214
52 H 3.346139 1.770538 -5.316792
53 H 5.886691 1.399402 -4.394844
54 H 5.081370 0.034312 -3.378745
55 H 5.044618 0.019222 -5.212003
56 H 3.121404 2.351981 -2.247802
57 H 2.695899 3.319266 -3.706550
58 H 5.006095 4.020249 -4.081101
59 H 5.669684 2.876483 -2.738049
60 H 4.923941 5.695783 -2.268188
61 H 5.084304 2.757431 0.052168
62 H 3.555564 3.257028 0.999747
63 H 4.988077 4.342668 1.062449
64 H 1.779990 4.383619 -0.185967
65 H 2.544732 5.947278 0.292061
66 H 2.077493 5.576958 -1.503071
67 H -2.434521 1.375310 -2.675553
68 H -2.507049 0.445340 -4.267005
69 H -6.584496 -0.207830 -3.152350
70 H -8.210437 1.435940 -1.896779
71 H -7.366676 3.018063 -0.029386
72 H -4.853480 2.959857 0.670709
73 H -3.276377 1.389745 -0.516636
74 H 0.596927 -2.063576 -3.994708
75 H -1.471072 -1.991417 -4.942822
76 C -1.240680 4.016198 1.743490
77 O -2.393674 4.628176 2.321536
78 C -2.264768 4.911501 3.624050
79 O -1.292250 4.693443 4.299811
80 O -3.404559 5.476649 4.041961
81 C -3.408780 5.833119 5.424122
82 H -1.449590 3.830018 0.690372
83 H -0.377642 4.680092 1.810651
84 H -1.027307 3.060739 2.226082
85 H -2.631160 6.568632 5.634536
86 H -3.281972 4.948840 6.050363
87 H -4.376944 6.279168 5.646776
88 C 0.282382 1.805564 6.674230
89 O 0.794738 0.554320 7.133755
90 C 1.552490 0.641001 8.234077
91 O 1.818232 1.651484 8.832915
92 O 1.963788 -0.593883 8.552728
93 C 2.787962 -0.653887 9.715705
94 H -0.312738 1.613039 5.782615
95 H -0.361914 2.258945 7.428780
96 H 1.096552 2.480340 6.407108
97 H 2.243998 -0.298666 10.592154
98 H 3.702235 -0.076805 9.570102
99 H 3.058393 -1.696786 9.874920
100 C -0.556277 -5.865278 1.595437
101 O -1.054433 -6.376543 2.831022
102 C -0.452423 -5.870324 3.914635
103 O 0.434555 -5.054774 3.915393
104 O -1.008690 -6.428385 4.997766
105 C -0.459807 -5.977120 6.235207
106 H -1.113001 -6.341322 0.789695
107 H -0.713200 -4.787092 1.534118
108 H 0.500438 -6.108701 1.475951
109 H -0.612882 -4.903677 6.355994
110 H 0.600875 -6.224247 6.299039
111 H -0.984790 -6.494356 7.037045
112 C -0.089927 -6.521739 -8.910206
113 O -1.250707 -5.936485 -8.322865
114 C -1.121417 -5.648109 -7.019568
115 O -0.140412 -5.840342 -6.347201
116 O -2.270909 -5.109648 -6.598213
117 C -2.278172 -4.749393 -5.212182
118 H -0.310671 -6.710399 -9.959909
119 H 0.758114 -5.837829 -8.851499
120 H 0.147719 -7.471752 -8.429445
121 H -1.522809 -4.001999 -5.008139
122 H -2.128999 -5.628368 -4.585201
123 H -3.255684 -4.324896 -4.984480

Force components x, y, z for each atom (eV/Å):
-0.01 1.37 -1.29
0.03 -1.16 0.97
-0.16 0.96 0.56
-0.56 -0.88 0.83
-0.32 0.61 0.95
1.47 -2.87 -0.41
0.12 0.43 2.32
0.80 0.63 -3.05
-0.66 -0.74 0.76
-2.00 1.15 -0.45
-0.28 -2.40 -0.46
-0.15 -0.88 0.21
-1.49 0.62 -2.42
1.50 1.08 0.98
-0.09 1.08 -1.84
0.07 -0.45 1.08
-0.79 -0.15 -0.56
0.35 0.82 -0.25
0.50 0.82 1.35
-0.38 -0.28 0.23
0.01 -0.15 0.42
-1.84 -0.21 -0.92
1.16 0.18 0.48
0.53 2.48 -0.57
-0.10 -0.39 1.47
-1.80 0.60 0.58
0.78 0.92 -0.52
-0.64 1.65 0.92
0.86 1.83 2.35
1.32 0.27 0.39
2.22 -1.49 -0.73
-0.75 -1.83 -2.30
-1.70 0.48 -0.22
1.20 -0.58 1.39
-0.23 0.08 0.15
-0.93 -0.92 0.43
0.08 0.49 -0.98
-0.02 0.35 1.30
0.20 -0.01 -1.21
-0.15 -0.93 0.46
0.69 0.04 -1.11
-0.26 0.99 0.13
-0.11 -1.04 -0.20
1.11 0.19 -0.70
-0.69 1.23 -0.49
1.06 0.45 -0.24
0.91 -0.60 0.66
-0.07 0.69 0.95
-0.39 -1.07 0.66
-0.37 0.66 0.88
-0.08 -0.51 -1.07
0.29 -0.60 1.04
-0.80 -0.69 0.32
0.37 0.79 -0.91
0.07 0.59 1.12
0.44 -0.07 -1.09
0.73 -0.71 0.63
0.23 -0.79 1.04
-0.73 0.23 -0.88
-1.84 -0.91 -0.77
-0.47 0.91 0.51
1.15 0.04 -0.62
-0.27 -0.79 -0.90
0.99 0.70 -0.48
-0.21 -0.44 -0.87
0.45 -0.03 1.07
-0.14 -1.08 -0.77
-0.02 -0.07 1.03
0.43 0.66 0.87
1.40 -0.25 0.20
0.49 -0.95 -0.78
-0.61 -0.79 -0.90
-1.16 -0.18 -0.46
-0.83 0.52 -0.18
0.25 0.70 0.60
0.34 -0.20 -0.27
-0.10 0.05 0.18
-0.13 0.03 -0.08
-0.17 0.01 -0.08
0.17 -0.12 -0.17
-0.08 0.14 0.38
-0.23 0.14 0.11
-0.03 -0.11 0.13
0.07 0.14 0.09
0.05 -0.18 0.00
0.15 0.08 -0.06
0.01 -0.07 -0.27
-0.18 0.33 -0.21
0.14 -0.11 0.19
-0.04 -0.09 -0.11
-0.05 -0.21 -0.10
-0.11 0.15 -0.12
0.23 -0.10 0.29
0.11 -0.23 0.09
0.18 0.03 0.01
-0.07 0.00 0.16
0.09 0.12 -0.10
-0.15 0.09 0.06
-0.16 0.02 -0.23
0.09 0.09 -0.43
0.06 0.05 0.28
-0.11 -0.09 -0.04
-0.18 -0.14 0.01
0.04 0.04 -0.22
0.09 0.08 0.37
-0.10 -0.08 0.25
0.14 -0.06 0.07
-0.04 0.16 0.09
0.15 -0.05 -0.09
-0.04 0.16 -0.08
-0.10 -0.08 -0.25
0.25 -0.16 -0.22
-0.04 0.07 0.16
-0.22 0.05 0.04
-0.14 0.05 -0.18
0.12 -0.16 -0.30
-0.31 -0.10 0.01
-0.22 0.11 0.12
-0.02 -0.11 0.14
0.07 0.15 0.07
0.10 -0.41 -0.15
0.21 0.14 -0.04
0.02 -0.04 -0.23

## Properties
Structure (SMILES): CCCCC[C@]1(N=C=O)OC(=O)[C@@H](CC[C@H](C)CCC=C(C)C)[C@@]1(CC(=O)c1ccccc1)[PH2]=S.COC(=O)OC.COC(=O)OC.COC(=O)OC.COC(=O)OC
Gap between HOMO and LUMO (eV): 7.07
Strongest force on any atom (eV/A): 3.25
Electronic energy (Ha): -3560.4514
M (u): 877.98
HOMO energy (eV): -7.1444